Record 1
DFT (ωB97M-V/def2-TZVPD) results for C5H12Si as an isolated structure at a distorted geometry.

CARTESIAN COORDINATES (ANGSTROEM)
C -0.25 1.30 -0.02
C 0.17 -0.17 0.34
C 2.77 -0.07 0.05
C -3.11 -0.30 0.44
C 1.42 -0.65 -0.33
Si -1.54 -0.07 -0.54
H -0.47 1.93 0.75
H 0.32 1.77 -0.78
H 0.14 -0.23 1.46
H 2.73 0.99 0.07
H 3.46 -0.44 -0.60
H 3.18 -0.33 1.10
H -4.09 -0.65 0.00
H -2.84 -1.09 1.14
H -3.36 0.66 0.88
H 1.53 -1.71 0.03
H 1.10 -0.87 -1.33
H -1.53 -0.36 -2.40

- Energy: -13254.267 eV
- Strongest force on any atom: 3.75 eV/Å
- Molar mass: 100.24 g mol⁻¹
- HOMO-LUMO gap: 9.6 eV
- Highest occupied orbital energy: -8.547 eV

=====

Record 2
DFT (ωB97M-V/def2-TZVPD) results for one molecule with the formula C5H12Si at a distorted geometry.

CARTESIAN COORDINATES (ANGSTROEM)
C 1.71 -0.43 -0.94
C 0.47 0.37 -0.64
C 0.47 1.96 -0.81
C -0.71 -0.28 0.17
C -1.69 0.66 0.82
Si -0.55 -2.01 0.80
H 2.44 -0.60 -0.16
H 2.30 -0.12 -1.78
H 1.48 -1.51 -1.00
H 0.88 2.12 -1.84
H 1.21 2.18 -0.03
H -0.51 2.42 -0.63
H -1.94 1.55 0.25
H -2.69 0.17 0.98
H -1.29 0.94 1.79
H 0.72 -2.35 1.54
H -0.58 -2.93 -0.37
H -1.74 -2.12 1.87

- Energy: -13254.438 eV
- SMILES: CC(C)=C(C)[SiH3]
- Strongest force on any atom: 7.16 eV/Å
- Molar mass: 100.24 g mol⁻¹
- HOMO-LUMO gap: 9.1 eV
- Highest occupied orbital energy: -8.175 eV

=====

Record 3
DFT (ωB97M-V/def2-TZVPD) results for a 3-piece molecular cluster, C5H13BrNO4 overall at a distorted geometry.

CARTESIAN COORDINATES (ANGSTROEM)
Br -1.38 -1.16 0.28
C -2.45 -4.59 1.37
N -1.03 -5.22 1.11
O -0.91 -5.88 0.11
O -0.15 -4.96 1.94
H -3.18 -5.39 1.27
H -2.58 -3.81 0.62
H -2.49 -4.17 2.37
C 3.17 0.86 -0.27
O 1.70 0.98 -0.16
C 1.38 2.32 0.18
C -0.16 2.36 0.09
O -0.67 2.05 -1.24
C -0.95 3.21 -1.98
H 3.55 1.51 -1.06
H 3.45 -0.18 -0.39
H 3.67 1.04 0.68
H 1.75 3.00 -0.58
H 1.62 2.55 1.22
H -0.61 3.31 0.38
H -0.63 1.65 0.77
H -0.02 3.75 -2.16
H -1.73 3.88 -1.61
H -1.32 2.89 -2.95

- Energy: -85115.975 eV
- Strongest force on any atom: 2.92 eV/Å
- Molar mass: 231.07 g mol⁻¹
- HOMO-LUMO gap: 6.9 eV
- Charge: -1
- Highest occupied orbital energy: -3.515 eV